# 1
A cluster of 16 separate species, C96H80N16O32 in total, computed with wB97M-V/def2-TZVPD.

## Properties
Total energy   -6988.4754 Eh
Gap between HOMO and LUMO   0.3135 hartree
Highest occupied orbital energy   -9.52 eV
Relative energy (zero: lowest compared OMol25 entry of this formula, charge and spin)   87.15 kJ/mol
Largest force on an atom   4.13 eV Å⁻¹

Geometry as XYZ:
```
224
C96H80N16O32 wB97M-V/def2-TZVPD
C 2.20 -0.20 0.84
C 1.22 -1.03 1.37
C -0.13 -0.88 1.08
C -0.49 0.08 0.12
C 0.48 0.86 -0.50
C 1.80 0.68 -0.17
N -1.88 0.27 -0.23
O -2.13 1.17 -1.03
O -2.70 -0.41 0.32
H 3.23 -0.14 1.21
H 1.53 -1.77 2.09
H -0.88 -1.60 1.47
H 0.13 1.47 -1.33
H 2.54 1.34 -0.65
C 2.22 5.54 -2.78
C 1.72 6.76 -2.24
C 1.14 6.86 -0.98
C 1.22 5.69 -0.28
C 1.80 4.51 -0.66
C 2.20 4.42 -1.98
N 0.73 5.68 1.12
O 0.32 6.77 1.51
O 0.88 4.65 1.77
H 2.59 5.56 -3.80
H 1.74 7.61 -2.87
H 0.72 7.77 -0.58
H 1.69 3.63 0.00
H 2.55 3.49 -2.36
C 0.82 0.57 4.59
C -0.36 -0.11 4.39
C -1.23 -0.40 5.47
C -0.76 0.10 6.73
C 0.34 0.94 6.94
C 1.18 1.13 5.81
N -1.56 -0.14 8.00
O -2.13 -1.24 8.03
O -1.72 0.84 8.72
H 1.41 0.73 3.71
H -0.53 -0.43 3.38
H -2.21 -0.93 5.40
H 0.65 1.36 7.92
H 2.19 1.62 5.78
C 1.36 -4.42 5.35
C 1.50 -3.09 5.08
C 2.64 -2.63 4.36
C 3.51 -3.55 3.84
C 3.27 -4.92 3.89
C 2.26 -5.33 4.74
N 4.72 -3.09 3.18
O 5.46 -3.95 2.78
O 4.90 -1.89 2.97
H 0.59 -4.84 5.99
H 0.91 -2.39 5.66
H 2.89 -1.55 4.32
H 3.97 -5.58 3.42
H 2.14 -6.41 4.92
C -5.86 2.22 -2.87
C -4.51 2.02 -2.97
C -3.89 2.08 -4.20
C -4.60 2.44 -5.30
C -5.99 2.75 -5.22
C -6.61 2.62 -4.00
N -3.98 2.47 -6.61
O -2.77 2.29 -6.61
O -4.60 2.61 -7.61
H -6.41 2.05 -2.00
H -3.89 1.78 -2.10
H -2.80 1.93 -4.20
H -6.55 2.98 -6.14
H -7.72 2.62 -3.78
C 8.34 -2.87 -0.53
C 8.56 -2.31 -1.82
C 7.67 -1.39 -2.35
C 6.64 -0.90 -1.52
C 6.44 -1.39 -0.23
C 7.31 -2.38 0.27
N 5.66 0.01 -2.17
O 4.75 0.50 -1.52
O 5.86 0.28 -3.34
H 9.09 -3.56 -0.16
H 9.27 -2.74 -2.50
H 7.83 -1.00 -3.39
H 5.67 -0.99 0.43
H 7.11 -2.68 1.28
C -0.84 -8.70 1.71
C -1.77 -8.18 2.64
C -1.65 -6.85 3.00
C -0.67 -6.11 2.38
C 0.24 -6.61 1.51
C 0.22 -7.94 1.21
N -0.62 -4.64 2.59
O -1.58 -4.16 3.18
O 0.19 -3.97 1.99
H -0.92 -9.74 1.49
H -2.50 -8.80 3.13
H -2.24 -6.36 3.77
H 0.97 -5.92 1.04
H 0.93 -8.45 0.58
C 1.63 1.73 -5.28
C 0.34 1.40 -5.54
C -0.33 0.40 -4.92
C 0.44 -0.35 -4.02
C 1.81 -0.05 -3.70
C 2.37 1.05 -4.32
N -0.20 -1.41 -3.29
O 0.48 -1.99 -2.43
O -1.37 -1.65 -3.53
H 2.14 2.50 -5.80
H -0.12 2.05 -6.27
H -1.40 0.28 -5.08
H 2.27 -0.62 -2.88
H 3.40 1.36 -4.03
C -3.36 5.99 -5.64
C -2.00 5.60 -5.83
C -1.28 4.89 -4.89
C -1.94 4.71 -3.62
C -3.22 5.06 -3.35
C -3.91 5.72 -4.34
N -1.10 3.96 -2.67
O -1.19 4.29 -1.48
O -0.40 3.06 -3.08
H -4.05 6.47 -6.32
H -1.58 5.81 -6.78
H -0.27 4.47 -4.98
H -3.64 4.86 -2.38
H -4.94 6.03 -4.11
C -4.97 -2.89 -3.03
C -5.02 -1.54 -2.63
C -6.18 -0.97 -2.22
C -7.24 -1.80 -2.03
C -7.26 -3.16 -2.34
C -6.06 -3.72 -2.86
N -8.57 -1.14 -1.56
O -9.49 -1.82 -1.22
O -8.63 0.04 -1.77
H -4.08 -3.23 -3.55
H -4.11 -1.04 -2.87
H -6.25 0.05 -1.85
H -8.22 -3.60 -2.07
H -6.02 -4.78 -3.01
C -2.25 2.68 3.76
C -3.58 2.33 3.89
C -4.46 2.30 2.82
C -3.97 2.81 1.61
C -2.66 3.23 1.40
C -1.80 3.14 2.52
N -4.86 3.00 0.53
O -5.96 2.49 0.64
O -4.49 3.62 -0.45
H -1.64 2.66 4.62
H -3.94 2.00 4.84
H -5.46 1.98 2.94
H -2.27 3.63 0.51
H -0.81 3.53 2.29
C -2.31 -3.96 -0.64
C -3.34 -3.70 0.21
C -3.98 -4.80 0.77
C -3.57 -6.08 0.47
C -2.41 -6.31 -0.29
C -1.82 -5.21 -0.83
N -4.21 -7.25 1.09
O -4.76 -7.17 2.16
O -4.11 -8.25 0.40
H -1.84 -3.18 -1.23
H -3.65 -2.68 0.42
H -4.80 -4.67 1.47
H -2.10 -7.34 -0.37
H -0.98 -5.45 -1.55
C -7.67 -3.63 1.81
C -6.99 -4.29 2.85
C -5.93 -3.65 3.44
C -5.62 -2.36 3.16
C -6.24 -1.68 2.08
C -7.27 -2.33 1.43
N -4.53 -1.75 3.89
O -4.12 -0.73 3.48
O -4.13 -2.38 4.84
H -8.45 -4.14 1.31
H -7.27 -5.31 3.15
H -5.37 -4.19 4.21
H -5.95 -0.65 1.78
H -7.76 -1.80 0.58
C 3.59 -4.59 -0.63
C 4.84 -4.96 -0.92
C 5.50 -4.57 -2.07
C 4.82 -3.67 -2.84
C 3.56 -3.12 -2.52
C 2.92 -3.62 -1.40
N 5.35 -3.34 -4.15
O 6.53 -3.62 -4.45
O 4.58 -2.81 -4.95
H 3.11 -4.96 0.30
H 5.32 -5.66 -0.29
H 6.50 -4.91 -2.26
H 3.20 -2.33 -3.19
H 1.97 -3.26 -1.14
C 6.20 3.90 -3.05
C 6.34 5.13 -3.71
C 6.08 6.31 -2.93
C 5.68 6.20 -1.57
C 5.68 4.99 -0.91
C 5.95 3.85 -1.67
N 5.38 7.43 -0.80
O 5.75 8.55 -1.19
O 4.71 7.23 0.18
H 6.39 3.01 -3.67
H 6.72 5.29 -4.73
H 6.09 7.37 -3.37
H 5.60 4.88 0.16
H 5.89 2.91 -1.25
C 5.32 6.12 4.82
C 5.48 4.92 5.49
C 5.00 3.74 4.91
C 4.47 3.82 3.63
C 4.32 5.06 2.91
C 4.77 6.19 3.55
N 4.06 2.58 2.84
O 3.77 1.59 3.44
O 4.13 2.71 1.63
H 5.49 7.01 5.39
H 5.84 4.92 6.53
H 5.11 2.86 5.48
H 3.75 5.09 2.01
H 4.76 7.11 3.03
```

These are the Mulliken partial charges, in e, on atoms 1 to 2: C -0.04; C 0.14

***

# 2
A structure of composition C2H3Cl2O3P, computed with wB97M-V/def2-TZVPD.

## Properties
Total energy   -1565.4898 Eh
Gap between HOMO and LUMO   0.1939 hartree
Total charge   -2
Highest occupied orbital energy   0.17 eV
Relative energy (zero: lowest compared OMol25 entry of this formula, charge and spin)   126.71 kJ/mol
Largest force on an atom   5.20 eV Å⁻¹

Geometry as XYZ:
```
11
C2H3Cl2O3P wB97M-V/def2-TZVPD
C -0.65 -0.15 -0.11
C 0.85 0.85 0.60
O 2.00 -1.47 1.01
O 3.55 0.46 0.21
O 1.98 -0.65 -1.52
P 2.30 -0.41 -0.03
Cl -2.23 0.52 0.01
Cl 0.72 2.47 0.13
H -0.36 -0.39 -1.17
H -0.30 -0.89 0.54
H 0.55 0.70 1.69
```

These are the Mulliken partial charges, in e, on atoms 1 to 2: C -0.57; C -0.33

***

# 3
The molecule C2H8O5Si, computed with wB97M-V/def2-TZVPD.

## Properties
Total energy   -746.6366 Eh
Gap between HOMO and LUMO   0.3831 hartree
Highest occupied orbital energy   -9.90 eV
Relative energy (zero: lowest compared OMol25 entry of this formula, charge and spin)   599.42 kJ/mol
Largest force on an atom   3.69 eV Å⁻¹

Geometry as XYZ:
```
16
C2H8O5Si wB97M-V/def2-TZVPD
O 1.57 -1.33 0.90
C 0.79 -0.12 0.70
O -0.10 0.10 1.65
O 1.68 0.96 0.72
C -0.03 0.00 -0.65
O 0.69 0.81 -1.54
O -0.13 -1.32 -1.22
Si -1.93 0.48 -0.36
H 2.48 -1.17 1.26
H -0.44 -0.70 2.08
H 1.93 1.22 -0.19
H 0.04 1.10 -2.17
H 0.21 -2.02 -0.66
H -2.51 1.19 -1.47
H -2.48 -0.81 0.36
H -1.78 1.60 0.61
```

These are the Mulliken partial charges, in e, on atoms 1 to 2: O -0.61; C 0.47

***

# 4
A structure of composition C16H34BrCl2CsF2IN3O16PS3V, computed with wB97M-V/def2-TZVPD.

## Properties
Total energy   -8489.4671 Eh
Gap between HOMO and LUMO   0.0928 hartree
Highest occupied orbital energy   -8.02 eV
Largest force on an atom   10.81 eV Å⁻¹

Geometry as XYZ:
```
81
C16H34BrCl2CsF2IN3O16PS3V wB97M-V/def2-TZVPD
C 3.09 0.72 1.70
C 2.00 -0.37 1.35
C 0.53 0.21 1.16
Br 0.47 1.81 -0.06
C -0.21 0.45 2.53
Cl 0.42 2.04 3.21
P -2.05 0.74 2.31
O -2.51 0.63 0.67
I -3.33 -1.14 3.37
H 3.05 1.11 2.76
H 3.12 1.60 1.00
H 4.11 0.21 1.60
H 2.02 -1.12 2.21
H 2.30 -0.87 0.32
H -0.08 -0.58 0.60
H -3.44 0.93 0.60
C 0.20 -2.98 -2.24
C 1.30 -3.50 -1.34
N 2.11 -3.98 -0.65
H 0.49 -3.12 -3.28
H -0.74 -3.51 -2.05
H 0.05 -1.92 -2.06
O -5.59 -3.49 5.21
V -5.19 -4.63 3.95
O -4.76 -5.76 2.69
C 5.30 4.45 -2.42
C 4.80 3.58 -1.31
O 4.83 2.38 -1.31
N 4.16 4.12 -0.12
C 4.21 5.57 0.17
H 5.82 3.83 -3.14
H 4.46 4.94 -2.90
H 5.99 5.19 -2.03
H 3.20 3.76 -0.17
H 4.54 3.53 0.64
H 3.69 5.74 1.11
H 3.70 6.10 -0.63
H 5.25 5.88 0.26
Cl 1.85 -1.16 -1.31
N -1.24 5.37 0.17
S -1.68 6.60 1.06
O -2.52 7.59 0.45
O -0.72 7.08 2.03
F -2.72 5.84 2.01
S -0.19 5.80 -0.93
O 0.01 4.79 -1.95
O 1.02 6.47 -0.49
F -0.94 6.93 -1.75
Cs -1.90 -3.27 3.50
O -3.64 -11.39 4.99
C -3.97 -10.52 4.24
O -3.15 -9.52 3.84
C -3.89 -8.58 3.04
C -5.08 -9.35 2.53
C -5.35 -10.33 3.66
H -4.18 -7.73 3.67
H -3.26 -8.21 2.23
H -5.94 -8.71 2.28
H -4.81 -9.90 1.62
H -6.01 -9.90 4.42
H -5.75 -11.27 3.29
C -2.54 0.99 -2.84
O -1.93 1.93 -1.98
H -2.76 1.47 -3.80
H -1.86 0.15 -3.02
H -3.47 0.62 -2.40
H -1.75 1.48 -1.14
C 2.93 1.36 -5.48
C 1.88 1.93 -4.54
O 0.63 1.56 -5.12
S 0.79 0.14 -5.88
O 0.32 -0.90 -5.01
O 0.31 0.29 -7.22
O 2.41 0.10 -5.91
H 3.04 1.99 -6.37
H 3.89 1.23 -5.00
H 1.96 3.01 -4.44
H 1.95 1.46 -3.55
O 0.28 4.41 5.74
H 0.17 3.90 6.55
H 0.55 3.75 5.09
```

These are the Mulliken partial charges, in e, on atoms 1 to 2: C -0.93; C 0.17

***

# 5
A structure of composition C45H63CaN8S, computed with wB97M-V/def2-TZVPD.

## Properties
Total energy   -3266.2387 Eh
Gap between HOMO and LUMO   0.2315 hartree
Total charge   +1
Highest occupied orbital energy   -8.13 eV
Relative energy (zero: lowest compared OMol25 entry of this formula, charge and spin)   0.00 kJ/mol
Largest force on an atom   0.73 eV Å⁻¹

Geometry as XYZ:
```
118
C45H63CaN8S wB97M-V/def2-TZVPD
Ca -0.90 -0.03 0.07
C 0.50 3.15 1.48
C 2.00 2.92 1.66
C 2.48 1.55 2.03
C 3.44 1.41 3.03
C 3.97 0.16 3.30
C 3.52 -0.92 2.55
C 2.55 -0.69 1.59
N 2.02 0.50 1.34
N -0.12 2.66 0.24
C -1.48 3.24 0.15
C -2.37 2.81 1.28
C -3.14 3.72 1.98
C -3.98 3.26 2.98
C -4.01 1.90 3.26
C -3.19 1.07 2.52
N -2.39 1.50 1.55
C 0.64 3.06 -0.95
C 1.55 1.98 -1.51
C 2.70 2.33 -2.19
C 3.43 1.33 -2.83
C 2.97 0.03 -2.76
C 1.82 -0.23 -2.04
N 1.12 0.73 -1.42
H 0.34 4.24 1.54
H -0.03 2.70 2.32
H 2.31 3.61 2.44
H 2.54 3.24 0.76
H 3.77 2.28 3.58
H 4.71 0.03 4.07
H 3.90 -1.92 2.71
H 2.18 -1.52 1.00
H -1.93 2.89 -0.79
H -1.44 4.33 0.11
H -3.08 4.78 1.74
H -4.60 3.95 3.54
H -4.65 1.50 4.03
H -3.17 0.00 2.71
H 1.22 3.97 -0.77
H -0.06 3.31 -1.75
H 3.02 3.36 -2.23
H 4.33 1.58 -3.38
H 3.49 -0.78 -3.26
H 1.44 -1.24 -1.96
C -2.02 -1.83 -6.45
C -1.79 -0.88 -5.31
C -1.21 0.37 -5.54
C -1.05 1.25 -4.48
C -0.49 2.63 -4.72
C -1.46 0.88 -3.21
C -2.02 -0.38 -2.92
C -2.18 -1.24 -4.03
N -2.36 -0.68 -1.61
C -3.49 -1.57 -1.37
C -3.11 -3.07 -1.40
C -3.98 -1.23 0.05
C -4.69 -1.33 -2.32
H -1.35 -1.62 -7.29
H -3.04 -1.75 -6.83
H -1.86 -2.87 -6.15
H -0.91 0.65 -6.54
H -0.14 2.73 -5.75
H 0.37 2.83 -4.07
H -1.24 3.40 -4.54
H -1.39 1.60 -2.40
H -2.60 -2.22 -3.89
H -2.22 -3.22 -0.78
H -2.86 -3.41 -2.40
H -3.92 -3.70 -1.03
H -3.17 -1.31 0.78
H -4.79 -1.89 0.36
H -4.35 -0.21 0.06
H -4.67 -1.97 -3.20
H -4.70 -0.29 -2.66
H -5.63 -1.52 -1.80
C 2.05 -5.90 -3.13
N 3.25 -5.10 -2.95
C 4.03 -4.93 -4.18
C 3.36 -4.23 -1.92
S 2.03 -3.82 -0.97
N 4.61 -3.73 -1.71
C 5.80 -4.54 -1.93
C 4.83 -2.58 -0.85
H 2.30 -6.76 -3.74
H 1.26 -5.33 -3.62
H 1.68 -6.23 -2.16
H 3.33 -4.83 -5.01
H 4.68 -5.78 -4.37
H 4.63 -4.02 -4.12
H 5.53 -5.55 -2.23
H 6.35 -4.60 -0.99
H 6.46 -4.10 -2.68
H 3.92 -1.99 -0.79
H 5.63 -1.98 -1.26
H 5.11 -2.90 0.16
C -1.18 -5.79 2.82
N -1.49 -4.83 1.73
C -2.78 -4.13 2.01
C -0.35 -3.86 1.44
C -0.18 -2.78 2.47
C 0.46 -3.14 3.67
C 0.62 -2.21 4.68
C 0.16 -0.91 4.46
C -0.41 -0.58 3.24
C -0.61 -1.48 2.17
H -1.96 -6.55 2.85
H -1.14 -5.25 3.76
H -0.22 -6.26 2.62
H -1.61 -5.37 0.87
H -2.63 -3.50 2.88
H -3.54 -4.88 2.20
H -3.04 -3.53 1.15
H -0.59 -3.41 0.47
H 0.53 -4.49 1.32
H 0.86 -4.13 3.80
H 1.11 -2.48 5.61
H 0.27 -0.16 5.24
H -0.69 0.47 3.12
```

These are the Mulliken partial charges, in e, on atoms 1 to 2: Ca 2.72; C -1.31